1.
This record from the Open Molecules 2025 dataset describes C5H5NO in the gas phase. The level of theory is wB97M-V/def2-TZVPD.

Properties
**SMILES**: C#C[C@@H](O)CC#N
**Total energy**: -8801.0622 eV

Cartesian coordinates (Å):
C  -2.0134  1.3233  0.2354
C  -1.1718  0.4750  0.0835
C  -0.1745  -0.6102  0.1556
O  -0.5598  -1.7903  -0.5163
C  1.2109  -0.2754  -0.4137
C  1.7730  0.9367  0.1831
N  2.2038  1.8873  0.6808
H  -2.7417  2.0858  0.4154
H  -0.0408  -0.7927  1.2315
H  -1.5035  -1.9307  -0.3725
H  1.8582  -1.1283  -0.1799
H  1.1597  -0.1805  -1.5030


2.
This record from the Open Molecules 2025 dataset describes a molecular structure, C19H47O20S5V. The level of theory is wB97M-V/def2-TZVPD.

Properties
**2S+1**: 2
**Total energy**: -141267.8993 eV
**Net charge**: -1

Cartesian coordinates (Å):
O  -0.3325  0.7591  1.6561
V  1.2266  0.7213  1.5377
C  -0.2493  3.5926  -1.3958
C  0.9905  2.7630  -1.4742
C  1.9950  3.5749  -2.4304
O  1.6471  2.2884  -0.2912
H  -0.1329  4.6649  -1.2387
H  -0.8911  3.3320  -0.5543
H  -0.9059  3.4762  -2.2580
H  0.7894  1.7979  -1.9394
H  2.2523  4.5355  -1.9842
H  1.5933  3.9096  -3.3868
H  2.8876  3.0296  -2.7372
C  2.3609  2.1610  3.2630
O  1.8529  1.0938  3.5663
O  1.5375  2.7807  2.6750
O  3.2023  2.0838  2.3792
O  3.1069  -0.3941  1.0542
S  4.3344  -1.1307  0.7090
O  4.6060  -2.5169  1.1172
O  4.7727  -0.9686  -0.9255
C  4.5962  0.2494  -1.5923
C  5.4457  0.1158  -2.8586
C  5.8055  -0.2066  1.3372
H  4.9557  1.1682  -1.1290
H  3.5796  0.2203  -1.9843
H  4.8578  0.3840  -3.7365
H  5.8314  -0.8909  -3.0198
H  6.3408  0.7371  -2.8279
H  6.6692  -0.7388  0.9386
H  5.7773  -0.4878  2.3899
H  5.8498  0.8340  1.0158
O  -0.8606  -1.1530  4.3106
S  -0.4624  -2.0074  3.1768
O  0.7429  -1.7374  2.3436
O  -0.4688  -3.5661  3.6436
C  -0.4362  -4.6321  2.6823
C  -0.0830  -5.9634  3.3667
C  -1.9893  -2.0210  1.9940
H  0.3968  -4.3347  2.0454
H  -1.3527  -4.6454  2.0925
H  0.1385  -6.7943  2.6969
H  -1.0137  -6.2738  3.8416
H  0.7599  -6.1280  4.0379
H  -2.9424  -2.3383  2.4169
H  -1.6692  -2.6791  1.1862
H  -2.0987  -0.9957  1.6404
O  -3.4659  -1.3502  -0.3779
S  -3.1975  0.0070  -0.9148
O  -1.8760  0.6127  -0.6475
O  -3.3690  -0.0067  -2.5861
C  -4.3899  -0.7692  -3.1235
C  -5.7769  -0.1710  -3.1218
C  -4.5753  1.2052  -0.4452
H  -4.3074  -1.8043  -2.7921
H  -4.1872  -0.8488  -4.1915
H  -6.2236  -0.4180  -2.1587
H  -6.4550  -0.5186  -3.9011
H  -5.8007  0.9158  -3.2019
H  -5.4708  0.5962  -0.5689
H  -4.5508  1.9456  -1.2448
H  -4.6275  1.6707  0.5390
O  -4.5915  3.0835  3.6437
S  -3.6051  2.0343  3.2827
O  -3.9802  0.6814  2.9095
O  -2.7790  2.6011  1.9409
C  -2.3650  3.9581  1.9219
C  -3.2528  4.7324  0.9940
C  -2.1609  2.0725  4.3962
H  -1.3019  3.9321  1.6825
H  -2.3801  4.3704  2.9308
H  -3.5994  4.3021  0.0544
H  -2.5316  5.4729  0.6483
H  -4.0380  5.2711  1.5244
H  -1.6183  1.1702  4.1141
H  -2.5740  2.0005  5.4023
H  -1.5436  2.9681  4.3264
O  0.3667  -3.4175  -0.7391
S  0.6908  -2.0403  -1.1743
O  0.7385  -0.9287  -0.2134
O  2.2367  -2.1321  -1.8728
C  2.5695  -3.2889  -2.5813
C  3.7988  -2.9499  -3.5133
C  -0.3770  -1.5901  -2.7017
H  1.7377  -3.7406  -3.1219
H  2.9337  -4.1070  -1.9598
H  3.9119  -3.7748  -4.2168
H  4.7329  -2.8313  -2.9641
H  3.6661  -2.0527  -4.1179
H  0.0758  -2.1927  -3.4891
H  -0.0427  -0.6255  -3.0836
H  -1.4580  -1.7140  -2.6367


3.
This record from the Open Molecules 2025 dataset describes 2 unconnected molecules or ions with the total composition C4H8N2Si. The level of theory is wB97M-V/def2-TZVPD.

Properties
**2S+1**: 3
**Total energy**: -15129.5455 eV

Cartesian coordinates (Å):
C  -1.1821  -0.4446  0.0714
C  -2.4566  -0.9654  -0.0594
C  -2.6102  1.1940  0.2981
C  2.9817  -0.5032  0.0305
N  -1.3138  0.9300  0.2356
N  -3.3357  0.0565  0.1425
Si  2.2159  1.2485  -0.1225
H  -0.1765  -0.9818  0.0189
H  -2.8650  -1.9821  -0.3312
H  2.9038  -0.8006  0.9747
H  2.5169  -1.1336  -0.6006
H  4.1251  -0.5580  -0.1319
H  -4.2792  0.2230  -0.0304
H  1.0136  1.5493  0.8084
H  2.4620  2.1681  -1.3040


4.
This record from the Open Molecules 2025 dataset describes a gas-phase ion, C5H8N (charge +1). The level of theory is wB97M-V/def2-TZVPD.

Properties
**SMILES**: C#[N+]/C(C)=C\C
**Total energy**: -6794.6968 eV
**Net charge**: +1

Cartesian coordinates (Å):
C  1.9902  1.4594  0.0097
N  1.1977  0.6155  -0.1808
C  0.2603  -0.3202  -0.0180
C  0.8843  -1.7389  -0.0042
C  -1.0747  -0.1735  -0.0276
C  -1.8083  1.1310  -0.0317
H  2.7076  2.1533  0.2895
H  0.2242  -2.5953  -0.0365
H  1.4667  -1.7719  0.8249
H  1.5079  -2.0034  -0.9688
H  -1.4423  -1.1775  0.1054
H  -1.3857  1.8825  0.6291
H  -1.7073  1.4946  -0.9597
H  -2.8206  1.0446  0.3687


5.
This record from the Open Molecules 2025 dataset describes 2 unconnected molecules or ions with the total composition CH6N2S. The level of theory is wB97M-V/def2-TZVPD.

Properties
**SMILES**: [H]/N=C/N.S
**Total energy**: -14946.4531 eV

Cartesian coordinates (Å):
H  -1.6894  -1.5901  -2.5635
N  -1.1204  -1.0753  -1.5712
C  -0.7912  0.2024  -1.7728
N  0.1898  0.7494  -0.9677
H  -0.9625  0.6139  -2.7113
H  0.2043  1.3437  -0.1823
H  0.2525  -0.0352  -0.1820
S  1.0109  -0.0417  2.9308
H  1.3782  -1.2986  3.2921
H  1.5280  1.1315  3.7280


6.
This record from the Open Molecules 2025 dataset describes C37H34F4N4O4 in the gas phase. The level of theory is wB97M-V/def2-TZVPD.

Properties
**SMILES**: COC(=O)[C@@]1(Cc2ccc(F)cc2)[C@H]2c3cc(C(=O)N4CCCC4)n(Cc4ccc(C(F)(F)F)nc4)c3C[C@H]2CN1C(=O)c1ccccc1
**Total energy**: -63943.9183 eV

Cartesian coordinates (Å):
C  0.2459  2.3737  0.2811
O  -0.3650  1.1179  0.5437
C  -1.4086  0.8321  -0.2452
O  -1.6645  1.4349  -1.2500
C  -2.1977  -0.3874  0.2522
C  -3.6133  -0.2964  -0.3669
C  -4.5620  -1.2693  0.2629
C  -4.7798  -2.5306  -0.2800
C  -5.6142  -3.4412  0.3442
C  -6.2373  -3.0729  1.5216
F  -7.0441  -3.9592  2.1442
C  -6.0652  -1.8164  2.0735
C  -5.2288  -0.9201  1.4338
C  -1.4749  -1.7101  -0.1003
C  -0.1977  -1.5321  -0.8482
C  0.2860  -1.1958  -2.1187
C  1.6668  -1.2225  -2.0242
C  2.7156  -1.0303  -3.0451
O  3.6807  -1.7825  -3.1278
N  2.5733  0.0230  -3.8699
C  1.6103  1.0988  -3.7774
C  2.4030  2.3193  -4.2378
C  3.2922  1.7372  -5.3361
C  3.6348  0.3420  -4.8153
N  2.0209  -1.5734  -0.7386
C  3.3811  -1.6481  -0.2639
C  4.0962  -0.3616  -0.5801
C  3.4904  0.8569  -0.3022
C  4.1058  2.0338  -0.6973
C  5.3179  1.9249  -1.3640
C  6.0206  3.1484  -1.9024
F  5.7893  3.3091  -3.2196
F  7.3435  3.1089  -1.7435
F  5.5925  4.2792  -1.3132
N  5.9174  0.7720  -1.6171
C  5.3271  -0.3408  -1.2338
C  0.8860  -1.7347  -0.0280
C  0.5183  -2.0203  1.3850
C  -1.0007  -2.3075  1.2545
C  -1.8804  -1.6278  2.3003
N  -2.2440  -0.3625  1.7059
C  -2.5143  0.8020  2.3303
O  -2.7243  1.8262  1.6974
C  -2.5295  0.7854  3.8219
C  -3.3406  -0.0822  4.5448
C  -3.3652  -0.0156  5.9267
C  -2.5785  0.9080  6.5948
C  -1.7770  1.7808  5.8777
C  -1.7607  1.7280  4.4959
H  0.6925  2.3854  -0.7160
H  -0.5086  3.1606  0.3388
H  1.0008  2.5179  1.0509
H  -3.5182  -0.4662  -1.4393
H  -3.9692  0.7236  -0.2133
H  -4.3097  -2.8050  -1.2131
H  -5.7885  -4.4211  -0.0712
H  -6.5872  -1.5523  2.9801
H  -5.0983  0.0711  1.8417
H  -2.1707  -2.3780  -0.6078
H  -0.2853  -0.9810  -2.9990
H  1.2175  1.1877  -2.7638
H  0.7701  0.9132  -4.4568
H  1.7608  3.1216  -4.5931
H  3.0190  2.6972  -3.4208
H  4.1840  2.3354  -5.5055
H  2.7325  1.6668  -6.2690
H  3.6720  -0.4111  -5.6061
H  4.5954  0.3201  -4.2900
H  3.3571  -1.8221  0.8161
H  3.8977  -2.4781  -0.7559
H  2.5363  0.8796  0.2023
H  3.6609  2.9972  -0.5038
H  5.8438  -1.2554  -1.4848
H  0.6933  -1.1427  2.0146
H  1.0506  -2.8684  1.8184
H  -1.1577  -3.3869  1.2649
H  -2.7790  -2.2323  2.4788
H  -1.3673  -1.4746  3.2515
H  -3.9673  -0.7937  4.0281
H  -4.0023  -0.6864  6.4837
H  -2.5975  0.9534  7.6735
H  -1.1708  2.5090  6.3958
H  -1.1545  2.4146  3.9240